Record 1
A molecular structure, C25H15Cl5FeNOS4. Source: OMol25; level of theory: the ωB97M-V functional and the def2-TZVPD basis.

The geometry in XYZ format:
```
52
Properties=species:S:1:pos:R:3:nbo_charge:R:1
Fe -0.583 -1.021 -0.198 1.205
S -1.185 0.410 -1.879 -0.327
C -1.085 -0.557 -3.346 -0.164
C -1.807 -0.133 -4.466 -0.171
C -1.750 -0.822 -5.663 -0.206
C -0.972 -1.967 -5.779 -0.236
C -0.256 -2.408 -4.681 -0.184
C -0.308 -1.715 -3.474 -0.248
S 0.689 -2.332 -2.144 0.374
C -0.525 -2.998 -1.049 -0.899
C 1.557 -2.726 3.080 -0.424
C 0.628 -2.951 4.099 -0.199
C -0.198 -2.033 4.725 -0.247
C -0.270 -0.712 4.319 -0.151
C 0.425 -0.148 3.271 -0.189
C 0.236 1.205 2.688 -0.565
S -1.093 1.266 1.426 0.303
C -2.432 0.650 2.403 -0.277
C -3.109 1.562 3.216 -0.189
C -4.133 1.149 4.045 -0.247
C -4.494 -0.195 4.043 -0.202
C -3.842 -1.097 3.227 -0.180
C -2.788 -0.707 2.384 -0.166
S -2.009 -1.955 1.434 -0.337
N 1.281 -0.755 0.803 -0.617
H -2.417 0.757 -4.377 0.216
H -2.320 -0.464 -6.511 0.213
H -0.925 -2.511 -6.713 0.215
H 0.355 -3.300 -4.746 0.220
H -0.092 -3.728 -0.372 0.230
H -1.445 -3.312 -1.529 0.235
H 0.612 -3.974 4.459 0.233
H -0.827 -2.358 5.541 0.233
H -0.952 -0.034 4.820 0.252
H 1.145 1.552 2.195 0.258
H -0.021 1.907 3.481 0.249
H -2.818 2.605 3.184 0.220
H -4.652 1.861 4.673 0.218
H -5.300 -0.539 4.679 0.215
H -4.136 -2.139 3.224 0.219
Cl 6.573 0.062 4.231 0.077
C 5.399 -0.208 3.009 -0.107
C 4.079 -0.445 3.359 -0.035
Cl 3.547 -0.541 4.988 0.082
C 3.179 -0.585 2.325 -0.286
Cl 1.475 -1.206 2.478 1.327
C 3.512 -0.574 1.006 0.342
O 2.514 -0.826 0.139 -0.298
C 4.839 -0.382 0.631 -0.124
Cl 5.248 -0.401 -1.030 0.093
C 5.769 -0.187 1.645 -0.043
Cl 7.406 0.088 1.226 0.090
```

Output
- ΔE to the lowest compared entry with this formula, charge and spin: 1451.03 kJ/mol
- 2S+1: 6
- Charge: 0
- Orbital gap (alpha / beta): 6.1 / 6.9 eV

=====

Record 2
A molecular structure, C25H15F9N4O6Ti. Source: OMol25; level of theory: the ωB97M-V functional and the def2-TZVPD basis.

The geometry in XYZ format:
```
60
Properties=species:S:1:pos:R:3:nbo_charge:R:1
Ti 0.004 0.104 -0.879 1.578
C -1.406 3.719 1.301 -0.662
C -0.894 2.735 0.293 0.169
N -0.650 1.468 0.580 -0.328
N -0.981 0.956 1.797 -0.412
C -0.902 -0.347 1.765 0.526
O -0.578 -1.048 0.727 -0.752
C -1.288 -1.069 3.003 0.009
C -1.334 -2.459 3.000 -0.202
C -1.690 -3.158 4.145 -0.231
C -2.002 -2.479 5.314 -0.246
C -1.954 -1.088 5.326 -0.239
C -1.600 -0.390 4.182 -0.195
C -0.670 3.081 -1.058 0.101
C -0.862 4.378 -1.596 -0.244
C -0.673 4.607 -2.931 -0.219
C -0.276 3.534 -3.768 -0.380
C -0.091 2.299 -3.186 0.103
N -0.270 2.042 -1.891 -0.541
H -1.436 3.241 2.277 0.246
H -2.415 4.057 1.045 0.204
H -0.758 4.599 1.350 0.199
H -1.078 -2.970 2.080 0.236
H -1.719 -4.242 4.125 0.193
H -2.277 -3.026 6.209 0.188
H -2.190 -0.547 6.235 0.191
H -1.552 0.690 4.173 0.231
H -1.166 5.182 -0.937 0.196
H -0.823 5.599 -3.341 0.186
H -0.104 3.669 -4.827 0.195
H 0.237 1.458 -3.788 0.190
O -3.992 -1.243 -1.641 -0.707
C -2.801 -0.925 -1.634 0.752
O -2.234 0.052 -1.060 -0.696
C -1.837 -1.722 -2.500 0.127
C -2.205 -2.706 -3.394 -0.229
C -1.231 -3.242 -4.231 -0.186
C 0.067 -2.747 -4.171 -0.231
C 0.353 -1.770 -3.239 0.106
N -0.573 -1.302 -2.393 -0.458
C 1.661 -1.017 -3.117 0.752
O 2.585 -1.294 -3.874 -0.676
O 1.634 -0.145 -2.178 -0.716
H -3.243 -3.008 -3.422 0.235
H -1.491 -4.014 -4.947 0.197
H 0.858 -3.075 -4.830 0.232
F 5.274 0.135 1.066 -0.345
C 4.081 0.727 0.820 0.958
F 4.161 1.284 -0.385 -0.307
F 3.968 1.731 1.710 -0.334
C 2.855 -0.251 0.910 0.068
O 1.788 0.303 0.387 -0.782
C 2.618 -0.579 2.436 0.955
F 3.762 -0.788 3.139 -0.349
F 1.869 -1.681 2.583 -0.323
F 1.974 0.421 3.039 -0.311
C 3.276 -1.607 0.212 0.950
F 2.196 -2.334 -0.086 -0.308
F 3.964 -1.401 -0.915 -0.313
F 4.060 -2.397 0.989 -0.347
```

Output
- ΔE to the lowest compared entry with this formula, charge and spin: 0.00 kJ/mol
- 2S+1: 3
- Charge: -2
- Orbital gap (alpha / beta): 4.5 / 6.7 eV

=====

Record 3
A molecular structure, C25H15HgN6S2. Source: OMol25; level of theory: the ωB97M-V functional and the def2-TZVPD basis.

The geometry in XYZ format:
```
49
Properties=species:S:1:pos:R:3:nbo_charge:R:1
Hg 0.130 -1.078 -1.710 1.254
C 5.007 -0.008 -4.024 -0.328
C 5.035 0.876 -2.920 -0.201
C 3.931 1.021 -2.123 -0.305
C 2.767 0.221 -2.234 0.230
C 2.643 -0.438 -3.542 -0.312
C 3.773 -0.603 -4.347 -0.203
N 1.836 0.032 -1.255 -0.753
C 2.178 0.050 0.109 0.125
C 3.341 -0.613 0.526 -0.241
C 3.947 -0.293 1.704 -0.272
C 3.309 0.535 2.641 -0.231
C 2.074 1.094 2.370 -0.277
C 1.513 0.887 1.070 0.094
N 0.271 1.324 0.651 -0.303
N -0.405 1.973 1.509 -0.374
C -1.564 2.487 0.994 0.318
C -2.199 3.538 1.712 -0.283
C -3.388 4.037 1.211 -0.202
C -3.900 3.470 0.044 -0.359
C -3.239 2.426 -0.549 0.049
N -2.139 1.890 -0.090 -0.461
H 5.903 -0.175 -4.584 0.189
H 5.976 1.415 -2.757 0.194
H 3.905 1.794 -1.350 0.219
H 1.775 -1.057 -3.810 0.195
H 3.686 -1.156 -5.298 0.194
H 3.825 -1.156 -0.268 0.205
H 4.876 -0.831 2.018 0.185
H 3.877 0.836 3.533 0.184
H 1.490 1.727 3.047 0.231
H -1.664 3.838 2.609 0.211
H -3.945 4.826 1.713 0.189
H -4.868 3.833 -0.328 0.188
H -3.646 1.992 -1.501 0.172
S -2.308 -1.298 -1.923 -0.365
C -2.693 -2.094 -0.462 -0.080
C -3.870 -1.684 0.182 -0.202
C -4.243 -2.373 1.364 -0.184
C -5.387 -1.987 2.064 0.305
N -6.320 -1.699 2.720 -0.371
C -3.354 -3.320 1.928 -0.198
C -2.156 -3.637 1.307 -0.159
C -1.848 -3.123 0.060 -0.192
S -0.317 -3.551 -0.742 -0.485
C -3.667 -4.080 3.053 0.320
N -4.041 -4.687 3.952 -0.375
H -4.395 -0.810 -0.154 0.236
H -1.513 -4.370 1.878 0.226
```

Output
- 2S+1: 2
- Charge: -2
- Orbital gap (alpha / beta): 4.7 / 6.7 eV

=====

Record 4
A molecular structure, C25H16AuIN. Source: OMol25; level of theory: the ωB97M-V functional and the def2-TZVPD basis.

The geometry in XYZ format:
```
44
Properties=species:S:1:pos:R:3:nbo_charge:R:1
Au -0.135 0.014 -0.292 0.753
C 3.819 1.596 -0.167 -0.213
C 3.682 2.802 -0.906 -0.221
C 2.467 3.334 -1.189 -0.117
C 1.239 2.825 -0.619 -0.142
C 1.382 1.395 0.046 -0.332
C 2.730 0.892 0.217 -0.191
C -1.399 3.006 -0.777 0.272
C -2.436 3.961 -0.660 -0.262
C -3.713 3.563 -0.371 -0.089
C -4.007 2.192 -0.227 -0.116
C -5.282 1.676 0.084 -0.163
C -5.484 0.325 0.156 -0.193
C -4.426 -0.570 -0.078 -0.171
C -3.172 -0.091 -0.338 -0.214
C -2.929 1.289 -0.417 0.235
N -1.672 1.726 -0.664 -0.545
H 4.810 1.225 0.045 0.235
H 4.577 3.266 -1.292 0.231
H 2.384 4.146 -1.897 0.216
H 2.836 -0.048 0.738 0.232
H -2.213 5.006 -0.797 0.239
H -4.508 4.286 -0.264 0.231
H -6.087 2.370 0.273 0.228
H -6.460 -0.068 0.392 0.234
H -4.601 -1.634 -0.033 0.234
H -2.324 -0.758 -0.499 0.175
I -0.062 0.348 3.048 0.213
C 0.032 2.479 3.051 -0.061
C -0.309 3.166 4.180 -0.266
C -0.301 4.565 4.167 -0.115
C -0.059 5.255 2.993 -0.198
C 0.228 4.592 1.805 0.025
C 0.318 5.344 0.574 -0.231
C 0.170 4.942 -0.699 -0.107
C -0.024 3.513 -1.170 -0.313
C 1.017 2.539 0.818 0.221
C 0.402 3.158 1.850 -0.144
H -0.592 2.643 5.079 0.245
H -0.527 5.101 5.074 0.238
H -0.129 6.333 2.987 0.232
H 0.456 6.407 0.732 0.231
H 0.229 5.687 -1.480 0.228
H -0.003 3.481 -2.270 0.256
```

Output
- ΔE to the lowest compared entry with this formula, charge and spin: 366.47 kJ/mol
- Charge: +1
- Orbital gap (alpha / beta): 5.1 / 5.8 eV

=====

Record 5
A molecular structure, C25H16BrF33N2O8P2S2. Source: OMol25; level of theory: the ωB97M-V functional and the def2-TZVPD basis.

The geometry in XYZ format:
```
89
Properties=species:S:1:pos:R:3:lowdin_charge:R:1
O 5.946 -0.147 3.723 -0.314
P 6.664 0.929 3.039 0.279
O 8.240 0.605 2.920 -0.163
O 6.529 2.294 3.932 -0.172
P 5.778 1.374 1.064 0.919
C 4.798 -0.143 0.717 -0.362
C 3.514 -0.111 0.237 -0.269
S 2.613 1.364 -0.142 0.743
O 3.479 2.476 -0.429 -0.319
O 1.828 1.088 -1.314 -0.257
C 1.408 1.887 1.174 -0.445
F 2.120 2.367 2.228 0.111
F 0.763 2.943 0.666 0.148
C 0.442 0.786 1.698 -0.360
F 1.223 -0.130 2.323 0.155
F -0.154 0.213 0.635 0.160
C -0.595 1.266 2.752 -0.321
F 0.053 1.493 3.913 0.159
F -1.248 2.386 2.408 0.171
C -1.708 0.164 3.077 -0.513
F -2.852 0.523 2.491 0.179
F -1.337 -1.068 2.728 0.177
F -1.924 0.176 4.398 0.177
C 2.808 -1.359 -0.004 -0.109
C 3.333 -2.572 0.223 -0.589
Br 2.343 -4.180 -0.070 0.795
C 4.688 -2.658 0.698 -0.391
N 5.372 -3.754 0.958 -0.200
S 6.834 -3.234 1.457 1.084
N 6.635 -1.654 1.369 -0.236
C 5.401 -1.410 0.947 -0.367
H 8.693 1.467 2.940 0.081
H 5.907 2.908 3.514 0.055
H 4.949 2.483 1.334 -0.075
H 1.783 -1.305 -0.375 0.110
C -3.706 -5.637 3.550 -0.037
C -2.274 -5.478 2.999 -0.436
C -1.941 -4.158 2.297 -0.309
F -2.699 -3.950 1.203 0.094
F -0.652 -4.175 1.880 0.074
F -1.990 -6.526 2.196 0.134
F -1.435 -5.575 4.069 0.109
O -4.647 -6.366 2.762 0.044
C -5.357 -5.718 1.763 -0.530
C -5.031 -6.268 0.371 -0.281
F -3.720 -6.149 0.087 0.101
F -5.710 -5.569 -0.567 0.098
F -5.180 -4.385 1.845 0.137
F -6.664 -5.944 2.011 0.150
H -3.603 -6.240 4.451 0.149
H -4.122 -4.688 3.891 0.145
H -2.066 -3.311 2.975 0.154
H -5.301 -7.323 0.296 0.177
C -5.994 -1.840 -1.084 -0.039
C -5.535 -0.926 -2.239 -0.438
C -5.570 0.584 -1.989 -0.306
F -6.812 1.035 -1.737 0.097
F -5.133 1.237 -3.093 0.095
F -6.232 -1.239 -3.352 0.133
F -4.236 -1.251 -2.496 0.106
O -7.330 -2.340 -1.130 0.041
C -8.375 -1.579 -0.629 -0.531
C -9.379 -1.187 -1.717 -0.284
F -8.788 -0.479 -2.698 0.101
F -10.353 -0.411 -1.188 0.099
F -7.905 -0.516 0.048 0.144
F -9.014 -2.354 0.276 0.144
H -5.381 -2.739 -1.161 0.140
H -5.756 -1.422 -0.106 0.143
H -4.919 0.857 -1.154 0.171
H -9.833 -2.076 -2.160 0.176
C 4.906 5.006 -2.633 -0.038
C 3.683 5.946 -2.649 -0.437
C 2.760 5.868 -3.867 -0.302
F 3.390 6.191 -5.011 0.096
F 1.740 6.749 -3.720 0.094
F 4.101 7.217 -2.449 0.129
F 2.928 5.617 -1.563 0.104
O 6.166 5.554 -3.029 0.040
C 6.514 5.601 -4.370 -0.532
C 6.680 7.037 -4.876 -0.285
F 5.547 7.746 -4.721 0.101
F 6.976 7.030 -6.196 0.099
F 5.646 4.890 -5.110 0.147
F 7.708 4.974 -4.477 0.143
H 5.058 4.743 -1.587 0.140
H 4.705 4.059 -3.133 0.146
H 2.332 4.867 -3.969 0.175
H 7.480 7.545 -4.334 0.175
```

Output
- Charge: 0
- Orbital gap: 7.5 eV

=====

Record 6
A molecular structure, C25H16CoF5N3SSe2Te. Source: OMol25; level of theory: the ωB97M-V functional and the def2-TZVPD basis.

The geometry in XYZ format:
```
54
Properties=species:S:1:pos:R:3:nbo_charge:R:1
Co 0.134 0.699 0.642 1.074
F -2.033 -0.838 6.839 -0.267
C -1.638 -0.982 5.585 0.278
C -0.811 -0.029 5.008 0.281
F -0.402 1.020 5.712 -0.276
C -0.427 -0.189 3.694 0.297
F 0.342 0.768 3.116 -0.331
C -0.820 -1.282 2.922 -0.293
S -0.270 -1.460 1.273 -0.318
C -1.654 -2.219 3.525 0.324
F -2.083 -3.263 2.827 -0.282
C -2.061 -2.072 4.841 0.320
F -2.860 -2.972 5.396 -0.278
Se 2.031 1.797 -0.063 0.135
C 3.765 1.137 0.362 -0.208
C 4.887 1.895 0.052 -0.242
C 6.129 1.381 0.401 0.050
N 6.278 0.205 1.000 -0.360
C 5.203 -0.511 1.300 0.048
C 3.915 -0.091 0.997 -0.245
H 4.808 2.850 -0.452 0.239
H 7.040 1.924 0.182 0.216
H 5.376 -1.459 1.795 0.215
H 3.057 -0.704 1.242 0.237
Se -0.692 3.909 1.275 1.062
N -1.244 2.231 0.984 -0.873
C -2.574 2.250 0.881 0.229
C -3.425 1.132 0.700 -0.279
C -4.766 1.347 0.604 -0.129
C -5.338 2.649 0.699 -0.193
C -4.561 3.746 0.895 -0.178
C -3.155 3.571 0.992 0.072
N -2.292 4.555 1.193 -0.568
H -3.010 0.133 0.670 0.236
H -5.426 0.502 0.460 0.234
H -6.412 2.749 0.629 0.238
H -4.969 4.743 0.987 0.247
C 0.108 0.317 -3.548 -0.649
Te -0.939 -0.265 -1.746 0.555
C 0.295 -2.018 -1.963 -0.611
C 0.562 -2.131 -3.438 -0.102
C 0.913 -3.340 -4.024 -0.181
C 1.160 -3.401 -5.387 -0.193
C 1.042 -2.263 -6.170 -0.191
C 0.684 -1.055 -5.591 -0.221
C 0.455 -0.983 -4.223 0.028
H 1.002 0.874 -3.270 0.230
H -0.528 0.954 -4.158 0.244
H -0.218 -2.884 -1.554 0.254
H 1.215 -1.866 -1.395 0.232
H 0.985 -4.233 -3.415 0.220
H 1.429 -4.346 -5.840 0.228
H 1.219 -2.313 -7.236 0.227
H 0.575 -0.169 -6.204 0.219
```

Output
- ΔE to the lowest compared entry with this formula, charge and spin: 46.39 kJ/mol
- 2S+1: 5
- Charge: +1
- Orbital gap (alpha / beta): 6.8 / 4.9 eV